1.
50
Properties=species:S:1:pos:R:3:nbo_charge:R:1 method="wB97M-V/def2-TZVPD" orbital_gap_ev=3.335 homo_ev=-5.2 energy_ha=-1835.4566 spin_multiplicity=1
K -7.9571 -7.1007 -18.9656 0.893
C -7.1722 -11.3008 -22.1856 -0.252
O -6.5857 -10.0493 -21.9092 -0.976
H -6.3532 -11.8058 -22.6978 0.132
H -7.5606 -11.7961 -21.2957 0.103
H -7.9539 -11.2280 -22.9418 0.102
C -11.0998 -12.6428 -29.4496 -0.488
N -10.7209 -12.3730 -28.0719 0.516
O -11.5063 -12.6391 -27.1608 -0.382
O -9.6154 -11.9337 -27.8157 -0.364
H -10.2818 -13.2862 -29.7736 0.239
H -11.0996 -11.7355 -30.0538 0.241
H -12.0426 -13.1766 -29.5689 0.238
C -10.2997 -15.7662 -23.1631 -0.488
N -11.1347 -16.7898 -23.8060 0.526
O -10.5499 -17.6567 -24.4594 -0.372
O -12.3434 -16.6226 -23.6447 -0.380
H -9.2594 -15.9713 -23.4157 0.234
H -10.5134 -15.7608 -22.0943 0.236
H -10.6009 -14.7877 -23.5370 0.244
N -8.2617 -16.2034 -16.3393 -0.508
C -7.4172 -15.6818 -17.3546 -0.098
C -6.8019 -16.7921 -18.0127 -0.294
C -7.2161 -17.9176 -17.3075 -0.309
C -8.1380 -17.5634 -16.2958 -0.081
H -8.7645 -15.5786 -15.7254 0.413
H -7.3722 -14.6542 -17.6837 0.213
H -6.0140 -16.7651 -18.7509 0.228
H -6.8300 -18.8645 -17.6548 0.221
H -8.6766 -18.1665 -15.5799 0.214
N -9.2580 -6.7762 -25.0866 -0.482
C -8.9908 -5.5409 -25.6233 -0.107
C -10.1533 -5.1511 -26.3478 -0.302
C -11.0823 -6.0934 -26.1552 -0.309
C -10.5324 -7.1258 -25.3035 -0.091
H -8.5323 -7.3734 -24.7169 0.430
H -8.0174 -5.1135 -25.4331 0.206
H -10.2684 -4.2648 -26.9541 0.219
H -12.0735 -5.9777 -26.5681 0.217
H -10.9128 -8.1230 -25.1385 0.218
N -1.0481 -11.5050 -17.8739 -0.518
C 0.0010 -12.2677 -18.3482 -0.081
C -0.4291 -13.2319 -19.2390 -0.302
C -1.7617 -13.0346 -19.3771 -0.295
C -2.1730 -12.0898 -18.4266 -0.081
H -1.1138 -10.6272 -17.3787 0.419
H 1.0409 -11.9838 -18.2805 0.201
H 0.2601 -13.8487 -19.7966 0.224
H -2.3506 -13.4440 -20.1845 0.228
H -3.1585 -11.7120 -18.1975 0.205

=====

2.
60
Properties=species:S:1:pos:R:3:nbo_charge:R:1 method="wB97M-V/def2-TZVPD" orbital_gap_ev=5.396 charge=-1 homo_ev=-4.8 energy_ha=-2839.3897 spin_multiplicity=1
N 1.7547 3.8145 -0.0451 -0.867
C 1.3507 3.8039 -1.4694 -0.524
P 0.1695 2.4248 -2.0831 1.342
C -1.0367 1.1852 -2.9029 -0.689
C -1.0753 -0.2561 -2.4070 -0.462
C -1.7489 -0.3833 -1.0457 0.062
F -2.9014 -1.2294 -1.1075 -0.415
O 0.5000 1.3928 -0.6468 -0.833
C 1.6392 0.6191 -0.7108 -0.066
C 2.4558 1.1080 -1.9343 -0.285
P 3.6176 -0.1398 -2.5942 1.807
O 4.7420 -0.1255 -1.4199 -0.995
O 2.9312 -1.5897 -2.4198 -0.983
S 4.3326 0.0570 -4.3487 -0.584
O 1.5583 1.5633 -2.8722 -0.796
H 2.6327 4.3112 0.0573 0.343
H 1.0850 4.3527 0.4932 0.345
H 2.2585 3.8076 -2.0784 0.183
H 0.7764 4.7042 -1.7342 0.166
H -0.9042 3.0496 -1.3383 -0.177
H -0.0068 3.2734 -3.2380 -0.159
H -0.7914 1.1951 -3.9684 0.212
H -2.0319 1.6370 -2.7957 0.188
H -1.6081 -0.9127 -3.1029 0.219
H -0.0581 -0.6497 -2.3637 0.207
H -2.0778 0.5783 -0.6682 0.196
H -1.0951 -0.8220 -0.2900 0.155
H 1.3654 -0.4451 -0.8190 0.131
H 2.2378 0.7170 0.2131 0.151
H 3.1329 1.9093 -1.5755 0.176
H 4.3956 0.2162 -0.5858 0.494
H 2.7295 -1.8090 -1.5029 0.492
C -0.8424 -4.9630 1.3012 -0.419
C -1.3467 -4.1827 0.3215 0.358
C -0.9212 -4.3439 -1.1422 0.468
O -1.4665 -3.6107 -1.9396 -0.509
C 0.0752 -5.3405 -1.4756 -0.397
C 0.5682 -6.1003 -0.4889 0.325
C 0.1272 -5.9605 0.9585 0.470
O 0.6557 -6.7368 1.7447 -0.579
O 1.4778 -7.0501 -0.6546 -0.636
O -2.2325 -3.2449 0.5370 -0.631
H -1.1380 -4.8627 2.3358 0.237
H 0.3866 -5.4372 -2.5058 0.246
H 1.6238 -7.4173 0.2431 0.506
H -2.4443 -2.7605 -0.3017 0.538
C -0.5785 3.0836 4.4705 -0.460
C -0.5387 2.5933 3.2137 0.436
C -1.7554 1.9336 2.5645 0.450
O -1.5542 1.5219 1.4454 -0.500
C -2.9969 1.8466 3.3052 -0.384
C -3.0194 2.3433 4.5481 0.313
C -1.8093 2.9931 5.2009 0.474
O -1.9887 3.4069 6.3401 -0.585
O -4.0795 2.3277 5.3467 -0.639
O 0.5211 2.6381 2.4415 -0.650
H 0.2729 3.5510 4.9444 0.236
H -3.8504 1.3767 2.8375 0.242
H -3.7768 2.7637 6.1712 0.505
H 0.3015 2.2739 1.5411 0.549

=====

3.
27
Properties=species:S:1:pos:R:3:nbo_charge:R:1 method="wB97M-V/def2-TZVPD" orbital_gap_ev="7.197 / 8.774" e_above_lowest_kcal_mol=155.9 charge=+1 homo_ev="-13.3 / -13.8" energy_ha=-424.0664 spin_multiplicity=1
C -1.9752 -0.4068 -0.6597 0.581
C -0.8099 -0.7781 0.2839 -0.047
C -1.5188 -0.7038 1.6365 -0.558
C -0.3522 -2.1632 -0.0111 -0.637
C 2.5300 -0.7924 0.5917 -0.583
C 1.9921 1.2717 -0.7609 -0.603
C -1.8113 2.0666 -0.8266 -0.434
C 1.4172 -0.0168 -0.1936 -0.115
N 0.1025 0.2544 0.2153 -0.202
N -2.4152 0.7320 -0.9605 -0.535
H -2.3679 -1.3824 1.6529 0.237
H -1.7759 0.3323 1.8235 0.233
H -0.7179 -1.1089 2.1969 0.238
H -0.2164 -2.2678 -1.0621 0.232
H -1.1280 -2.7647 0.3961 0.240
H 0.5850 -2.4300 0.5779 0.237
H 3.3191 -1.0731 -0.0960 0.241
H 2.9307 -0.1891 1.5402 0.234
H 2.0903 -1.6384 0.9680 0.196
H 3.0300 1.0820 -0.7041 0.229
H 1.8270 2.1390 -0.0940 0.224
H 1.4293 1.3049 -1.6702 0.212
H -2.5111 2.7229 -0.3854 0.234
H -1.5849 2.3241 -1.8011 0.221
H -0.9116 2.1048 -0.2430 0.271
H 1.1475 -0.6870 -0.9382 0.208
H -3.0308 0.7900 -1.7518 0.445